Below is 2 unconnected molecules or ions with the total composition C3H9N4 at a distorted geometry, with properties calculated with ωB97M-V/def2-TZVPD.

Each line ends with the natural charge from an NBO analysis.
Geometry (Å):
C1 -1.47224 -0.60839 1.15848  -0.647
C2 0.65750 2.35229 -1.19204  -0.474
C3 -0.48828 -1.19098 0.16031  0.107
N1 0.39139 -3.39816 -0.18432  -0.134
N2 1.46822 1.41318 0.72845  -0.285
N3 -0.18692 -2.34432 -0.13483  0.082
N4 0.89795 1.28123 -0.35782  -0.156
H1 -1.85016 -1.48714 1.85579  0.265
H2 -0.81707 0.05472 1.71541  0.264
H3 -2.22372 0.01933 0.61565  0.285
H4 1.27429 3.28292 -0.82781  0.215
H5 -0.27910 2.51704 -1.54966  0.238
H6 1.19864 2.02129 -2.05142  0.242
H7 -0.09102 -0.37655 -0.44533  0.304
H8 -0.04108 -4.09536 -0.71420  0.384
H9 1.56159 0.55892 1.22332  0.309

## Properties
Energy above the lowest of the compared OMol25 structures with the same formula, charge and spin   614.8 kJ/mol
Net charge   +1
Molecular weight   101.1 g mol⁻¹
Frontier orbital gap (spin up / spin down)   7.3 / 7.3 eV
Energy   -9205.2496 eV
Maximum force   6.317 eV Å⁻¹
HOMO (spin up / spin down)   -0.4794 / -0.4794 hartree